{
  "formula": "C17H31F2N3O16S2",
  "method": "wB97M-V/def2-TZVPD",
  "elements": ["C", "N", "O", "O", "H", "H", "H", "C", "N", "O", "O", "H", "H", "H", "C", "N", "O", "O", "H", "H", "H", "C", "C", "C", "S", "O", "O", "C", "H", "H", "H", "H", "H", "H", "H", "H", "C", "C", "C", "S", "O", "O", "C", "H", "H", "H", "H", "H", "H", "H", "H", "C", "C", "O", "C", "O", "O", "F", "H", "H", "H", "C", "C", "O", "C", "O", "O", "F", "H", "H", "H"],
  "coordinates": [[-8.1197, -1.9063, 1.4985], [-8.5729, -2.1970, 2.8631], [-8.4547, -3.3109, 3.2980], [-9.1378, -1.2139, 3.4840], [-7.4543, -2.7298, 1.2394], [-7.6773, -0.9123, 1.4320], [-8.9911, -2.0510, 0.8599], [8.2746, 2.5182, -2.1749], [7.6784, 3.6808, -1.4384], [7.0345, 3.4454, -0.4702], [7.7762, 4.7783, -2.0398], [9.3111, 2.4961, -1.8383], [8.0893, 2.6097, -3.2451], [7.7766, 1.5912, -1.8907], [-7.3865, -3.8305, -4.6186], [-7.7724, -2.5079, -4.8589], [-6.8901, -1.7443, -4.8954], [-8.9624, -2.3224, -5.2667], [-7.5223, -4.5368, -5.4376], [-8.1641, -4.2594, -3.9867], [-6.4362, -3.9281, -4.0936], [2.2774, -0.4356, 0.3166], [1.6935, 0.9367, -0.3007], [0.6011, 0.4752, -1.1949], [-0.4500, -0.3646, 0.0425], [-1.3632, -1.3428, -0.5022], [-1.0555, 0.6392, 0.9361], [1.0004, -1.2149, 0.8488], [2.9085, -0.0876, 1.1344], [2.9419, -0.9067, -0.4077], [2.5235, 1.2647, -0.9265], [1.4554, 1.6720, 0.4679], [0.8252, -0.2999, -1.9277], [-0.0456, 1.1844, -1.7115], [1.0406, -2.1409, 0.2752], [0.9082, -1.3922, 1.9203], [-4.9379, 1.2907, 8.3633], [-4.3035, 0.6521, 9.6627], [-2.7356, 0.5407, 9.4552], [-2.4871, 0.5829, 7.6600], [-2.7400, -0.7172, 7.1866], [-1.1984, 1.2753, 7.3250], [-3.8078, 1.6670, 7.2920], [-5.4514, 2.2376, 8.5303], [-5.7121, 0.6677, 7.9155], [-4.6286, -0.3657, 9.8779], [-4.3940, 1.3936, 10.4566], [-2.1206, -0.2461, 9.8921], [-2.2748, 1.4687, 9.7938], [-4.0258, 1.6358, 6.2245], [-3.4411, 2.6469, 7.5978], [6.6578, -6.1623, -4.7909], [7.5868, -7.2331, -4.2759], [7.4842, -7.0535, -2.8398], [6.8595, -5.9740, -2.4624], [6.6515, -5.4360, -1.3896], [6.4455, -5.3402, -3.6663], [8.7946, -7.1257, -4.6229], [5.6497, -6.4749, -5.0634], [7.0491, -5.5224, -5.5817], [7.3844, -8.2058, -4.7242], [2.7089, 7.7119, -5.5778], [1.4618, 6.8750, -5.2814], [2.0859, 5.7172, -5.0034], [3.2096, 5.6384, -5.7187], [3.8789, 4.6891, -5.7856], [3.5398, 6.7882, -6.1978], [0.6680, 6.8462, -6.3114], [3.2263, 8.1158, -4.7076], [2.3715, 8.5410, -6.1997], [0.8845, 7.2188, -4.4231]],
  "total_charge": 0,
  "smiles": "O=C1OC[C@@H](F)O1.O=C1OC[C@@H](F)O1.C[N+](=O)[O-].C[N+](=O)[O-].C[N+](=O)[O-].O=S1(=O)CCCC1.O=S1(=O)CCCC1",
  "lumo_energy_ev": 0.0
}